Molecular formula: CH3BrO2
Method: DFT, wB97M-V/def2-TZVPD

The value obtained for the max |F| is 3.1 eV/Å. For the LUMO energy, the calculation gives -0.786 eV. As for the net charge: 0. Its SMILES is COOBr. The total energy comes out at -75217.59380 eV. Its molecular weight is 126.94 g/mol. The value obtained for the energy above the lowest of the compared OMol25 structures with the same formula, charge and spin is 122.2 kcal per mole.

The geometry in XYZ format:
```
7
Properties=species:S:1:pos:R:3:forces:R:3
C -0.938 -0.182 0.052 -1.412 -0.145 -0.415
O 0.337 -0.041 0.591 2.524 0.088 -0.982
O 1.481 0.124 -0.582 -2.600 -0.430 0.842
Br 3.036 0.650 0.106 -0.237 0.006 0.423
H -1.520 -0.333 1.118 1.031 -0.051 -2.962
H -1.086 -0.950 -0.830 0.470 0.549 2.354
H -1.310 0.734 -0.455 0.223 -0.017 0.741
```
Forces are in eV/Å.